C11H24BaO15S3 | ωB97M-V/def2-TZVPD

```
! wB97M-V def2-TZVPD RIJCOSX def2/J DEFGRID3
* xyz -2 1
Ba -21.140 3.972 -3.074
S -15.488 7.683 0.395
S -21.421 -4.068 -5.525
S -16.142 4.393 -8.889
O -23.578 8.534 -4.415
O -27.477 3.528 -5.589
O -25.377 3.359 -5.946
O -17.166 3.927 -7.946
O -15.675 7.873 2.059
O -24.065 8.338 -2.378
O -15.284 5.483 -8.421
O -16.570 6.828 -0.171
O -14.117 7.326 0.026
O -26.137 2.616 -4.162
O -21.693 -5.015 -4.474
O -25.160 9.572 -3.619
O -20.189 -4.657 -6.568
O -16.772 4.579 -10.414
O -20.937 -2.754 -5.149
C -22.822 -3.985 -6.751
C -26.336 2.975 -5.294
C -18.819 -5.999 -7.877
C -15.692 6.651 2.902
C -15.770 9.456 -0.056
C -15.037 2.933 -9.213
C -17.099 6.781 3.597
C -24.166 8.955 -3.412
C -18.010 5.302 -10.659
C -20.140 -5.949 -6.981
C -17.694 6.784 -10.212
H -17.399 6.878 -9.167
H -14.367 2.870 -8.355
H -18.433 7.394 -10.731
H -15.636 9.432 -1.137
H -16.737 7.013 -10.680
H -18.735 4.743 -10.068
H -17.584 5.846 3.878
H -23.700 -3.547 -6.278
H -18.755 -5.093 -8.479
H -16.794 7.384 4.452
H -18.918 -6.815 -8.593
H -16.700 9.786 0.408
H -15.631 5.707 2.361
H -14.857 9.995 0.195
H -17.825 7.309 2.978
H -17.903 -6.199 -7.321
H -23.164 -5.001 -6.947
H -15.571 1.985 -9.151
H -20.977 -6.175 -7.641
H -19.968 -6.606 -6.129
H -22.551 -3.391 -7.624
H -14.899 6.736 3.646
H -18.213 5.166 -11.722
H -14.505 3.129 -10.144
*
```

HOMO-LUMO gap = 2.2 eV
energy relative to the best compared isomer or geometry (same formula, charge and spin) = 892.3 kJ/mol

These are the Mulliken partial charges, in e, on atoms 1 to 8: 0.061, 1.063, 1.097, 1.084, -0.580, -0.618, -0.570, -0.573

C11H24BrLuO2P | ωB97M-V/def2-TZVPD

```
! wB97M-V def2-TZVPD RIJCOSX def2/J DEFGRID3
* xyz 3 1
Lu 2.307 -2.606 -2.918
Br 0.407 -1.235 3.211
P -0.643 -2.166 1.608
O -2.133 -1.793 1.628
O -3.768 0.723 0.060
C 3.193 -0.384 -0.811
C 0.137 -1.524 0.015
C -2.840 -0.502 1.906
C 2.505 0.982 -0.699
C 2.330 1.435 0.760
C -2.954 0.472 -1.064
C 2.793 -1.511 0.144
C -4.010 -0.342 0.927
C -3.309 1.443 -2.175
C 1.488 -2.206 -0.248
C 2.157 2.950 0.885
H -4.901 -0.089 1.502
H -4.198 -1.280 0.396
H 2.592 3.319 1.812
H 3.593 -2.260 0.165
H 1.558 -2.244 -1.366
H -3.787 2.325 -1.749
H -2.121 0.312 1.812
H 1.108 3.249 0.886
H 3.007 -0.719 -1.903
H 1.548 0.994 -1.234
H 3.193 1.116 1.351
H -3.177 -0.556 2.939
H 1.473 -3.254 0.074
H -1.895 0.616 -0.762
H 2.714 -1.151 1.172
H -2.426 1.786 -2.712
H 1.461 0.928 1.197
H -0.624 -1.743 -0.739
H 4.277 -0.260 -0.782
H 3.134 1.710 -1.211
H 2.646 3.487 0.072
H -3.995 0.991 -2.890
H -3.079 -0.578 -1.365
H 0.242 -0.436 0.104
*
```

HOMO-LUMO gap = 2.6 eV

These are the Mulliken partial charges, in e, on atoms 1 to 8: 0.921, 0.051, 0.423, -0.169, -0.353, 0.551, -0.364, -0.251

C11H24BrN | ωB97M-V/def2-TZVPD

```
! wB97M-V def2-TZVPD RIJCOSX def2/J DEFGRID3
* xyz 0 1
Br 5.216 0.841 1.325
N -0.284 0.416 0.475
C 2.097 0.252 1.653
C -1.067 -0.535 1.471
C -2.454 1.393 1.144
C -0.502 -2.159 -2.753
C -1.399 1.429 0.034
C 3.310 1.123 2.076
C 0.199 -0.454 -0.783
C -2.485 -0.080 1.466
C -0.881 -1.317 -1.486
C 0.892 1.108 1.137
C -0.311 -1.138 -3.928
H 3.634 1.780 1.269
H 0.490 0.403 -1.391
H 0.370 -2.771 -2.523
H -1.262 -1.955 -0.688
H -0.178 -1.692 -4.856
H 1.788 -0.498 2.381
H -2.298 1.878 2.108
H 2.957 1.824 2.832
H -0.865 2.375 -0.054
H 2.475 -0.330 0.812
H -3.426 1.735 0.786
H -2.972 -0.397 2.388
H 0.345 1.611 1.934
H 1.299 1.912 0.524
H -0.505 -0.476 2.402
H -1.845 1.059 -0.889
H 1.016 -1.082 -0.427
H -1.105 -0.402 -4.058
H 0.594 -0.531 -3.949
H 4.170 0.615 2.513
H -1.811 -0.850 -1.810
H -0.945 -1.599 1.266
H -2.969 -0.635 0.662
H -1.286 -2.850 -3.064
*
```

HOMO-LUMO gap = 3.4 eV
energy relative to the best compared isomer or geometry (same formula, charge and spin) = 699.5 kJ/mol

These are the Mulliken partial charges, in e, on atoms 1 to 8: -0.862, 0.439, -0.201, -0.873, -0.663, -0.599, -0.473, -1.076

C11H24Cl12O4 | ωB97M-V/def2-TZVPD

```
! wB97M-V def2-TZVPD RIJCOSX def2/J DEFGRID3
* xyz 0 1
Cl 2.864 -0.973 2.562
Cl 0.330 -6.314 3.606
Cl 3.288 2.261 -4.071
Cl 2.900 1.512 4.089
Cl 5.556 0.522 -4.250
Cl 0.343 -3.419 3.332
Cl 2.929 -0.592 -3.784
Cl 1.858 -0.809 5.270
Cl 2.774 -4.661 4.153
Cl 3.737 0.544 -6.364
Cl 0.319 0.527 3.326
Cl 1.709 -5.010 1.448
O -0.289 -0.119 -1.750
O -0.122 3.130 -1.623
O -2.278 2.213 -3.274
O -4.133 -2.803 4.721
C 0.742 -1.775 -0.440
C 2.139 3.587 -0.935
C 3.833 0.686 -4.634
C 1.287 -4.823 3.126
C -2.438 0.921 -5.148
C -2.718 -2.399 4.627
C -0.020 -0.419 -0.431
C 0.941 4.146 -1.652
C -3.220 1.762 -4.185
C 1.975 0.063 3.780
C -2.263 -1.763 5.919
H -0.141 0.848 -1.872
H -2.625 -1.730 3.830
H 1.976 3.248 0.108
H 1.864 -1.605 -0.677
H -0.928 -0.647 0.106
H -1.774 0.210 -4.644
H 2.856 4.419 -0.933
H 1.131 4.420 -2.690
H -2.252 -2.411 6.734
H 0.605 0.320 0.103
H 0.333 -2.457 -1.166
H -2.674 2.852 -2.665
H -2.989 -0.970 6.026
H 2.674 2.772 -1.442
H -3.702 2.598 -4.704
H -2.221 -3.341 4.413
H -3.159 0.363 -5.780
H 0.504 5.055 -1.195
H -0.575 3.171 -2.466
H -1.227 -1.394 5.783
H -3.929 1.078 -3.823
H -4.690 -2.019 4.907
H -1.819 1.518 -5.855
H 0.716 -2.291 0.485
*
```

HOMO-LUMO gap = 9.7 eV
SMILES = ClC(Cl)(Cl)Cl.ClC(Cl)(Cl)Cl.ClC(Cl)(Cl)Cl.CCO.CCO.CCO.CCO

These are the Mulliken partial charges, in e, on atoms 1 to 8: -0.057, -0.125, -0.087, -0.098, -0.119, 0.029, -0.061, -0.072

C11H24ClFeI2N2P2 | ωB97M-V/def2-TZVPD

```
! wB97M-V def2-TZVPD RIJCOSX def2/J DEFGRID3
* xyz 2 6
I 0.632 3.527 -2.593
I -0.506 2.711 -4.951
Fe -0.487 -0.957 -0.478
Cl -1.293 -3.005 -0.282
P 1.555 -1.724 -1.530
P -2.623 0.059 0.006
N 0.488 0.308 0.769
N 1.925 2.831 3.816
C -2.978 1.672 -0.743
C 2.889 -2.186 -0.350
C 2.344 -0.627 -2.741
C 1.497 1.997 2.831
C 1.354 0.598 3.022
C 1.159 -3.270 -2.410
C -2.845 0.280 1.820
C 0.801 -0.181 2.014
C -3.939 -1.066 -0.518
C 1.120 2.481 1.545
C 0.747 1.627 0.540
H -3.897 0.532 2.050
H 0.649 1.946 -0.504
H 2.489 -2.858 0.430
H 0.524 -3.883 -1.755
H 3.281 -1.281 0.149
H -2.568 -0.656 2.338
H 1.137 3.548 1.295
H 1.631 0.088 3.958
H -3.668 -2.081 -0.201
H 1.669 -0.490 -3.596
H -4.909 -0.780 -0.089
H -2.182 2.386 -0.490
H 3.305 -1.058 -3.077
H -3.977 -1.056 -1.612
H -2.174 1.079 2.182
H 2.516 0.358 -2.287
H 0.570 -3.021 -3.301
H -2.994 1.558 -1.835
H -3.952 2.052 -0.381
H 3.705 -2.704 -0.883
H 2.069 -3.828 -2.681
H 0.603 -1.231 2.128
H 2.066 3.822 3.683
H 2.271 2.483 4.712
*
```

HOMO-LUMO gap (spin up / spin down) = 7.5 / 5.5 eV
energy relative to the best compared isomer or geometry (same formula, charge and spin) = 0.0 kJ/mol

These are the Mulliken partial charges, in e, on atoms 1 to 8: 0.089, 0.029, -0.320, -0.381, 0.976, 0.967, 0.705, -0.443

C11H24DyIO3P2 | ωB97M-V/def2-TZVPD

```
! wB97M-V def2-TZVPD RIJCOSX def2/J DEFGRID3
* xyz 2 6
Dy 2.327 -2.403 -1.862
I -1.028 0.455 1.507
P -3.193 -0.499 -0.158
P 2.611 -0.050 -0.573
O 1.694 2.386 0.323
O 1.753 0.814 2.838
O -0.880 2.109 -0.923
C -0.294 1.105 -0.505
C 1.352 1.315 -0.112
C 4.093 0.748 0.097
C -3.661 -0.905 -1.888
C -0.189 -0.182 -1.548
C -3.907 -1.837 0.868
C 4.080 -1.580 -2.869
C 2.275 -1.463 0.653
C 0.718 1.413 2.911
C -4.225 0.965 0.201
C 0.309 2.626 3.640
H 0.885 3.490 3.269
H -0.754 2.812 3.439
H -4.345 1.085 1.283
H 4.346 -2.493 -3.449
H 4.217 1.715 -0.405
H 3.711 -0.831 -3.581
H 0.459 2.505 4.729
H -1.176 -0.273 -2.017
H -3.418 -2.782 0.583
H -3.714 1.846 -0.208
H 0.010 -1.147 -1.015
H -4.992 -1.915 0.707
H 1.338 -2.033 0.439
H -5.210 0.847 -0.274
H 3.144 -2.163 0.681
H 4.963 -1.176 -2.388
H 3.957 0.904 1.175
H 0.542 0.040 -2.351
H -3.243 -0.144 -2.564
H -4.758 -0.916 -1.972
H 4.970 0.121 -0.092
H 2.178 -0.984 1.638
H -3.696 -1.633 1.927
H -3.249 -1.891 -2.155
*
```

HOMO-LUMO gap (spin up / spin down) = 4.4 / 3.0 eV
energy relative to the best compared isomer or geometry (same formula, charge and spin) = 449.8 kJ/mol

These are the Mulliken partial charges, in e, on atoms 1 to 8: 1.832, 0.263, 0.549, 0.140, -0.412, -0.469, -0.633, 0.929

C11H24N3O5P | ωB97M-V/def2-TZVPD

```
! wB97M-V def2-TZVPD RIJCOSX def2/J DEFGRID3
* xyz 0 1
P 1.940 -0.080 0.089
O 1.689 1.134 0.874
O -0.634 0.208 -0.425
O 1.836 -0.034 -1.495
O 1.568 -3.669 -0.296
O 3.471 -0.593 0.171
N -1.886 0.431 1.450
N 0.040 -2.354 -1.323
N -0.236 -1.169 1.310
C 4.923 0.827 1.489
C -2.789 1.415 0.897
C 4.179 -0.496 1.395
C 1.579 1.222 -2.115
C 1.023 -1.578 0.736
C -4.173 -0.274 -0.393
C -5.572 -0.819 -0.651
C -4.185 0.842 0.649
C -0.903 -0.133 0.720
C 0.920 -2.648 -0.354
C 2.844 2.057 -2.202
H 4.204 1.642 1.485
H -2.095 0.071 2.367
H 1.193 0.980 -3.109
H -3.752 0.111 -1.323
H -4.833 1.651 0.309
H -2.343 1.746 -0.043
H 3.490 -0.588 2.242
H -0.314 -1.408 -1.385
H 5.588 0.939 0.636
H 3.619 1.509 -2.731
H -6.227 -0.031 -1.017
H 0.811 1.747 -1.543
H -0.349 -1.310 2.301
H -3.525 -1.085 -0.051
H -2.846 2.266 1.583
H 1.656 -1.990 1.528
H 3.194 2.276 -1.196
H -4.594 0.461 1.589
H 0.012 -2.951 -2.133
H 2.640 2.989 -2.723
H 4.876 -1.340 1.410
H 5.505 0.863 2.406
H -5.542 -1.612 -1.394
H -6.002 -1.222 0.264
*
```

HOMO-LUMO gap = 9.7 eV
SMILES = CCCCNC(=O)N[C@@H](C(N)=O)P(=O)(OCC)OCC
energy relative to the best compared isomer or geometry (same formula, charge and spin) = 20.7 kJ/mol

These are the Mulliken partial charges, in e, on atoms 1 to 8: 0.981, -0.867, -0.825, -0.321, -0.652, -0.346, -0.123, -0.238

C11H24N4O3S4Ti | ωB97M-V/def2-TZVPD

```
! wB97M-V def2-TZVPD RIJCOSX def2/J DEFGRID3
* xyz 0 1
Ti 0.226 0.307 -0.088
S -1.313 -0.518 3.110
S 1.404 -0.719 1.783
S -0.725 -0.047 -2.691
S 1.032 -1.814 4.446
O -2.571 3.203 0.077
O -1.065 1.638 -0.477
O 1.731 0.855 -0.815
N -1.518 -1.041 0.167
N 0.306 1.953 1.533
N 0.857 -1.823 -0.934
N -0.617 2.979 1.256
C 4.103 1.031 -1.041
C 2.800 1.790 -0.894
C 1.375 -1.812 -2.305
C 2.522 2.745 -2.036
C -2.276 -0.891 -2.218
C 0.327 -1.045 3.180
C -2.640 -0.769 -0.741
C -1.526 2.639 0.264
C -1.160 -2.456 0.346
C -0.128 -2.894 -0.686
C 0.292 -1.415 -3.306
H 2.815 2.344 0.051
H -2.989 0.240 -0.536
H 4.120 0.483 -1.986
H -0.015 1.411 2.352
H 1.788 -2.787 -2.587
H -1.019 3.444 2.058
H -3.079 -0.456 -2.811
H -0.758 -2.554 1.354
H 1.629 -1.944 -0.285
H -1.744 -0.687 1.117
H 0.370 -3.806 -0.353
H 1.230 2.334 1.700
H -0.617 -3.129 -1.630
H 3.294 3.514 -2.086
H 2.182 -1.082 -2.330
H 1.555 3.232 -1.905
H -3.466 -1.459 -0.539
H -2.180 -1.932 -2.523
H 2.511 2.206 -2.986
H -0.364 -2.245 -3.563
H 4.229 0.327 -0.219
H -2.049 -3.090 0.277
H 0.759 -1.088 -4.234
H 4.946 1.723 -1.035
*
```

HOMO-LUMO gap = 6.9 eV
energy relative to the best compared isomer or geometry (same formula, charge and spin) = 11.4 kJ/mol

These are the Mulliken partial charges, in e, on atoms 1 to 8: 0.372, -0.451, -0.196, -0.011, -0.279, -0.648, -0.328, -0.157

C11H24NOP | ωB97M-V/def2-TZVPD

```
! wB97M-V def2-TZVPD RIJCOSX def2/J DEFGRID3
* xyz 0 1
P 0.818 4.842 -0.933
O -0.940 -4.008 0.869
N -1.488 -1.402 0.688
C 2.519 2.728 -0.198
C 1.916 0.072 0.410
C 1.851 1.036 1.410
C -2.058 -2.274 -0.396
C 2.595 1.726 -1.183
C -1.153 -3.505 -0.431
C 2.293 0.409 -0.888
C -1.804 -5.062 1.296
C 2.156 2.354 1.108
C -3.521 -2.551 -0.093
C 2.662 4.142 -0.544
H 0.420 3.472 -1.374
H 2.856 2.038 -2.188
H -1.967 -1.714 -1.327
H -0.173 -3.215 -0.819
H -0.574 -1.013 0.420
H -0.548 5.317 -1.176
H -1.225 -5.709 1.950
H -1.316 -1.996 1.508
H -4.132 -1.667 -0.282
H -3.674 -2.846 0.946
H 1.659 -0.963 0.645
H 2.311 -0.338 -1.675
H 0.456 4.458 0.466
H 1.532 0.782 2.417
H -2.658 -4.675 1.856
H 3.082 4.708 0.290
H 1.218 5.165 -2.311
H -2.099 -0.627 0.948
H 3.291 4.275 -1.427
H -2.162 -5.644 0.446
H -1.566 -4.263 -1.100
H 2.082 3.129 1.861
H -3.890 -3.351 -0.732
H 1.230 6.170 -0.459
*
```

HOMO-LUMO gap = 4.5 eV
energy relative to the best compared isomer or geometry (same formula, charge and spin) = 187.7 kJ/mol

These are the Mulliken partial charges, in e, on atoms 1 to 8: -0.265, -0.402, -0.195, 0.470, -0.567, -0.783, 0.238, -0.329

C11H24NS | ωB97M-V/def2-TZVPD

```
! wB97M-V def2-TZVPD RIJCOSX def2/J DEFGRID3
* xyz 1 1
S -1.793 -1.069 -0.715
N 0.412 0.017 1.155
C 1.542 -1.209 -0.569
C 1.084 -2.613 -0.160
C 1.579 2.214 -0.285
C 0.627 -0.090 -0.297
C -0.722 0.750 1.607
C 0.685 1.192 -1.147
C 2.852 -0.826 0.252
C 1.178 1.047 -2.598
C -2.788 0.074 0.240
C -4.294 -0.339 0.261
C -2.112 0.116 1.588
H -0.879 1.653 0.892
H -4.772 -0.705 -0.637
H 1.910 -1.384 -1.625
H 0.546 0.361 -3.195
H -2.716 1.069 -0.269
H 0.985 2.237 0.677
H 0.023 -2.646 -0.001
H 0.209 -0.961 1.413
H 1.320 0.181 1.577
H -2.711 0.534 2.440
H 2.107 0.571 -2.694
H 2.663 2.075 -0.310
H -0.321 1.548 -1.237
H -4.287 -1.393 0.701
H -4.990 0.339 0.745
H 1.457 3.206 -0.728
H 1.237 2.068 -2.924
H 1.405 -2.905 0.819
H -0.486 1.193 2.576
H 3.711 -0.966 -0.383
H 1.375 -3.312 -0.763
H -1.918 -0.952 1.909
H 2.891 0.190 0.529
H 2.989 -1.268 1.155
*
```

HOMO-LUMO gap (spin up / spin down) = 7.5 / 7.5 eV
energy relative to the best compared isomer or geometry (same formula, charge and spin) = 446.0 kJ/mol

These are the Mulliken partial charges, in e, on atoms 1 to 8: -0.045, 0.257, 0.966, -1.998, -1.496, -0.901, -0.561, 0.622

C11H25BBr2ClIN3 | ωB97M-V/def2-TZVPD

```
! wB97M-V def2-TZVPD RIJCOSX def2/J DEFGRID3
* xyz -1 1
I -0.219 -2.639 -2.678
Br -0.518 3.493 -2.752
Br 0.084 0.908 -3.679
Cl 4.213 -0.551 0.005
N -2.601 0.909 1.338
N -2.350 -1.279 0.203
N -1.650 -0.964 2.488
C 0.742 -2.702 0.185
C -0.126 0.100 0.782
C 3.024 0.926 0.010
C 1.976 -2.759 1.262
C -1.191 2.094 -1.418
C -0.643 0.604 -1.791
C 0.866 -1.618 -1.020
C 2.732 1.522 1.500
C -2.846 2.112 -1.664
C -1.658 -0.289 1.093
C 1.825 0.829 -1.059
B 0.465 -0.062 -0.740
H 2.430 0.657 2.228
H -1.593 -0.051 -1.973
H 1.878 2.355 1.486
H -2.981 -0.856 -0.508
H 2.005 -1.670 -1.378
H 2.281 -1.731 1.729
H -2.095 1.812 1.263
H -3.453 0.850 0.748
H -0.001 1.258 1.059
H 2.359 0.367 -2.026
H 0.563 -0.393 1.627
H -2.961 2.250 -2.845
H 3.745 1.765 -0.462
H -0.894 2.543 -0.395
H 1.578 1.952 -1.386
H -3.369 3.042 -1.183
H -1.570 -1.998 2.397
H -3.359 1.092 -1.414
H 0.751 -3.782 -0.329
H 3.713 2.031 1.917
H 1.727 -3.507 2.157
H 2.906 -3.205 0.696
H -0.241 -2.681 0.816
H -2.981 -1.947 0.741
H -2.563 -0.787 2.971
*
```

HOMO-LUMO gap = 7.6 eV
energy relative to the best compared isomer or geometry (same formula, charge and spin) = 464.7 kJ/mol

These are the Mulliken partial charges, in e, on atoms 1 to 8: -0.140, -0.210, -0.142, -0.251, -0.587, -0.312, -0.742, -0.480